[1]
C5H12N2O | ωB97M-V/def2-TZVPD

Values from the calculation:
- relative energy (zero: lowest compared OMol25 entry of this formula, charge and spin) (kcal per mole) = 190.5
- LUMO energy (eV) = -3.58
- Kohn-Sham gap (hartree) = 0.143
- net charge = 0
- spin multiplicity = 1

Last column: Mulliken charge in e.
Atoms and positions in Å:
N 2.6762 0.4777 -0.4264  -0.6423
C -2.6670 -0.4575 0.6752  -0.8430
C -1.9406 0.1717 -0.3521  0.8301
N -0.6409 -0.4238 -0.7036  0.0970
C 0.1401 -0.9969 0.4307  -1.0321
C 0.4437 0.0489 1.4857  -0.9926
C 0.2542 0.4291 -1.5519  -0.6086
O -2.2976 1.1596 -1.0412  -0.6776
H 3.0636 1.3974 -0.2923  0.1733
H 3.3672 -0.0683 -0.8134  0.1433
H -2.3994 -1.4649 1.0402  0.2697
H -3.6577 -0.0310 0.9277  0.2890
H 0.9865 -1.3271 0.0122  0.6400
H -0.4512 -1.8165 0.8337  0.3457
H 1.3259 -0.1636 2.0474  0.3852
H 0.6626 0.9395 0.9607  0.3085
H -0.3974 0.1898 2.1003  0.4251
H -0.2178 1.3953 -1.6095  0.3873
H 1.3455 0.5578 -1.1434  0.1982
H 0.4039 -0.0170 -2.5800  0.3038

Forces on the atoms, in the same order (eV/Å):
N -2.443 1.130 2.044
C -0.400 -0.622 -0.414
C 0.852 1.304 -1.819
N 1.253 2.032 0.849
C -3.416 0.243 0.783
C 0.128 -0.453 -0.829
C -3.370 -1.508 -0.999
O 0.168 -1.040 1.329
H 0.004 0.591 -0.294
H 1.777 -1.541 -1.889
H -0.085 0.974 0.049
H 0.823 -0.396 -0.232
H 3.205 -1.504 -1.331
H 0.282 -0.188 0.100
H 0.536 -0.476 0.401
H 0.155 1.163 -0.294
H -1.059 0.235 0.947
H -0.302 0.301 -0.547
H 1.695 -0.557 0.928
H 0.197 0.314 1.217


[2]
C5H12N2O | ωB97M-V/def2-TZVPD

Values from the calculation:
- relative energy (zero: lowest compared OMol25 entry of this formula, charge and spin) (kcal per mole) = 56.2
- LUMO energy (eV) = 0.93
- Kohn-Sham gap (hartree) = 0.349
- net charge = 0
- spin multiplicity = 1

Last column: Mulliken charge in e.
Atoms and positions in Å:
C 1.4144 -0.5571 -0.8710  -0.5046
C 0.3572 -1.6156 -1.1753  -1.0981
C 0.8915 0.7873 -0.4311  0.3638
C -0.2984 1.3504 -1.0321  -1.1786
H 2.0934 -0.9163 -0.0959  0.3286
H 2.0256 -0.3755 -1.7648  0.3453
H 1.6870 1.5018 -0.2331  0.2913
H -0.2279 -1.3587 -2.0586  0.3036
H 0.8380 -2.5750 -1.3667  0.3601
H -0.3245 -1.7376 -0.3343  0.2560
H -0.2970 2.4378 -1.0768  0.3143
H -0.5981 0.8996 -1.9759  0.2944
C -0.6744 0.3804 1.6778  0.6248
N -1.6131 1.2640 1.4259  -0.9718
N -1.0918 -0.8914 2.0102  -0.3777
O 0.5860 0.5097 1.3824  -0.5839
H -1.1929 1.1723 -0.2569  0.4728
H -1.9981 -0.9562 2.4440  0.2313
H -1.2040 2.1940 1.3897  0.2906
H -0.3728 -1.5141 2.3422  0.2379

Forces on the atoms, in the same order (eV/Å):
C -0.137 0.027 0.155
C 0.050 0.100 0.032
C 0.524 -0.377 1.472
C -1.889 0.107 0.900
H 0.025 0.048 -0.053
H -0.016 0.057 0.057
H -0.081 -0.188 0.149
H -0.032 -0.009 0.019
H -0.005 0.007 -0.019
H -0.014 0.002 -0.018
H 0.241 0.000 -0.260
H 0.115 -0.037 0.030
C -1.506 0.406 -1.181
N 0.413 -0.294 1.445
N 0.288 -0.127 0.133
O 0.763 0.342 -1.299
H 1.148 0.015 -1.330
H 0.106 0.022 0.030
H 0.121 -0.123 -0.271
H -0.113 0.019 0.009


Question: The lowest relative energy (zero: lowest compared OMol25 entry of this formula, charge and spin) belongs to which entry?
Answer: number 2


Question: Among the records above, which one has the lowest Kohn-Sham gap?
Answer: number 1